(one)
Entry from the Open Molecules 2025 dataset: 10 unconnected molecules or ions with the total composition C20H60O20 (wB97M-V/def2-TZVPD).

Summary:
Molecular weight = 620.680 g/mol
Orbital gap = 9.350 eV
Highest occupied orbital energy = -9.28 eV
Structure (SMILES) = OCCO.OCCO.OCCO.OCCO.OCCO.OCCO.OCCO.OCCO.OCCO.OCCO

Positions of all 100 atoms, in Å:
C (-1.508, -5.046, -1.654)
C (-0.367, -4.467, -0.825)
O (0.317, -3.503, -1.608)
O (-1.050, -5.714, -2.862)
H (-2.143, -4.225, -1.986)
H (-2.144, -5.734, -1.097)
H (0.294, -5.293, -0.563)
H (-0.875, -4.120, 0.075)
H (0.335, -3.917, -2.474)
H (-1.711, -6.297, -3.242)
C (4.053, -2.524, -3.941)
C (3.543, -1.045, -3.816)
O (4.491, -0.304, -4.528)
O (3.877, -3.181, -5.161)
H (3.553, -3.223, -3.270)
H (5.083, -2.516, -3.583)
H (3.624, -0.669, -2.796)
H (2.530, -0.842, -4.162)
H (4.150, 0.584, -4.395)
H (4.345, -2.578, -5.744)
C (1.704, -3.674, 2.117)
C (1.962, -5.078, 2.901)
O (0.733, -5.777, 3.017)
O (2.751, -2.683, 2.235)
H (0.818, -3.183, 2.519)
H (1.544, -3.799, 1.047)
H (2.310, -4.795, 3.894)
H (2.784, -5.559, 2.371)
H (0.662, -6.405, 2.294)
H (2.594, -2.071, 1.513)
C (-1.847, 4.180, 1.770)
C (-1.444, 2.702, 2.193)
O (-0.112, 2.459, 1.891)
O (-0.972, 5.086, 2.406)
H (-2.899, 4.414, 1.929)
H (-1.765, 4.312, 0.691)
H (-2.152, 2.012, 1.734)
H (-1.470, 2.634, 3.281)
H (0.246, 1.880, 2.567)
H (-0.127, 4.979, 1.964)
C (3.952, 3.289, -4.207)
C (3.483, 3.385, -2.702)
O (4.016, 2.278, -1.952)
O (3.459, 2.053, -4.839)
H (5.039, 3.256, -4.289)
H (3.375, 4.038, -4.749)
H (2.401, 3.298, -2.612)
H (3.863, 4.269, -2.190)
H (3.500, 2.344, -1.145)
H (2.499, 2.059, -4.842)
C (2.982, 5.010, 1.224)
C (3.087, 3.439, 1.273)
O (2.296, 2.771, 0.282)
O (1.658, 5.380, 1.514)
H (3.234, 5.515, 0.292)
H (3.721, 5.438, 1.901)
H (2.751, 3.035, 2.227)
H (4.127, 3.137, 1.148)
H (1.386, 2.881, 0.568)
H (1.616, 6.301, 1.784)
C (-1.011, -0.814, 4.510)
C (0.305, -0.537, 3.712)
O (0.831, 0.760, 4.005)
O (-0.730, -0.788, 5.884)
H (-1.463, -1.765, 4.228)
H (-1.685, -0.002, 4.239)
H (0.120, -0.556, 2.638)
H (1.067, -1.259, 4.006)
H (1.071, 0.663, 4.930)
H (-0.752, 0.132, 6.158)
C (-4.502, -0.976, 1.500)
C (-6.035, -1.295, 1.389)
O (-6.638, -0.622, 0.296)
O (-4.015, -1.382, 2.790)
H (-4.246, 0.026, 1.156)
H (-3.919, -1.590, 0.815)
H (-6.499, -1.070, 2.349)
H (-6.193, -2.367, 1.274)
H (-7.375, -1.120, -0.065)
H (-4.082, -2.327, 2.950)
C (-0.601, -0.062, -0.850)
C (0.834, -0.393, -1.322)
O (1.416, -1.444, -0.491)
O (-1.454, -1.173, -0.701)
H (-1.070, 0.678, -1.499)
H (-0.659, 0.282, 0.182)
H (1.503, 0.466, -1.267)
H (0.767, -0.739, -2.353)
H (1.082, -2.327, -0.665)
H (-0.985, -1.915, -0.314)
C (-3.663, 2.635, -1.958)
C (-4.431, 1.620, -1.093)
O (-5.847, 1.876, -1.276)
O (-3.662, 3.937, -1.303)
H (-4.201, 2.828, -2.886)
H (-2.612, 2.364, -2.053)
H (-4.069, 1.790, -0.079)
H (-4.140, 0.653, -1.502)
H (-6.331, 1.101, -0.981)
H (-4.290, 4.515, -1.743)

***

(two)
Entry from the Open Molecules 2025 dataset: 10 unconnected molecules or ions with the total composition C20H60O20 (wB97M-V/def2-TZVPD).

Summary:
Molecular weight = 620.680 g/mol
Orbital gap = 9.971 eV
Highest occupied orbital energy = -10.08 eV
Structure (SMILES) = OCCO.OCCO.OCCO.OCCO.OCCO.OCCO.OCCO.OCCO.OCCO.OCCO

Positions of all 100 atoms, in Å:
C (3.887, 6.059, -0.188)
C (4.149, 7.506, -0.453)
O (2.949, 8.189, -0.760)
O (3.639, 5.311, -1.342)
H (3.144, 5.904, 0.594)
H (4.781, 5.671, 0.301)
H (4.959, 7.683, -1.159)
H (4.460, 8.059, 0.433)
H (3.020, 8.295, -1.712)
H (2.822, 5.611, -1.746)
C (7.543, -1.268, 5.780)
C (6.311, -1.011, 4.994)
O (5.823, -2.214, 4.494)
O (8.671, -1.592, 4.898)
H (7.369, -2.001, 6.568)
H (7.755, -0.366, 6.356)
H (6.520, -0.450, 4.083)
H (5.624, -0.318, 5.479)
H (6.203, -2.223, 3.612)
H (8.541, -2.476, 4.548)
C (-6.004, -1.118, -0.954)
C (-7.568, -0.952, -0.753)
O (-8.021, 0.175, -1.530)
O (-5.270, -0.081, -0.287)
H (-5.804, -0.962, -2.014)
H (-5.700, -2.121, -0.656)
H (-7.777, -0.823, 0.309)
H (-8.098, -1.843, -1.091)
H (-7.568, 0.894, -1.083)
H (-4.353, -0.326, -0.432)
C (-2.244, -6.317, -3.801)
C (-2.620, -6.980, -5.115)
O (-3.025, -8.292, -4.752)
O (-1.350, -5.253, -4.095)
H (-1.864, -6.959, -3.006)
H (-3.096, -5.885, -3.277)
H (-1.897, -7.002, -5.930)
H (-3.441, -6.432, -5.577)
H (-3.816, -8.460, -5.269)
H (-0.601, -5.640, -4.554)
C (-2.591, 5.222, -2.180)
C (-1.913, 5.994, -3.214)
O (-0.855, 5.196, -3.698)
O (-3.308, 4.127, -2.830)
H (-3.329, 5.855, -1.689)
H (-1.912, 4.889, -1.395)
H (-1.450, 6.892, -2.805)
H (-2.548, 6.272, -4.056)
H (-1.216, 4.376, -4.042)
H (-3.457, 3.452, -2.163)
C (1.032, -0.158, 0.457)
C (1.043, 0.053, 1.969)
O (-0.166, 0.784, 2.419)
O (-0.080, -0.979, 0.044)
H (2.008, -0.603, 0.264)
H (0.926, 0.684, -0.227)
H (1.777, 0.823, 2.208)
H (1.036, -0.920, 2.462)
H (-0.719, 0.101, 2.804)
H (0.096, -1.442, -0.778)
C (-4.811, 7.189, 3.940)
C (-3.599, 6.162, 4.071)
O (-4.053, 5.067, 3.262)
O (-4.817, 7.986, 2.717)
H (-4.721, 7.931, 4.734)
H (-5.765, 6.676, 4.060)
H (-3.440, 5.927, 5.123)
H (-2.599, 6.353, 3.683)
H (-3.311, 4.475, 3.124)
H (-3.927, 8.347, 2.702)
C (-2.863, -3.563, 4.821)
C (-2.567, -5.108, 4.875)
O (-2.933, -5.771, 6.059)
O (-2.051, -2.893, 5.756)
H (-3.914, -3.366, 5.031)
H (-2.678, -3.130, 3.837)
H (-1.522, -5.294, 4.628)
H (-3.042, -5.643, 4.053)
H (-2.547, -5.265, 6.778)
H (-2.080, -3.408, 6.566)
C (5.323, -5.362, -0.577)
C (3.952, -5.623, 0.091)
O (4.056, -6.051, 1.450)
O (5.880, -4.242, 0.026)
H (5.115, -5.016, -1.590)
H (6.014, -6.204, -0.615)
H (3.379, -6.365, -0.466)
H (3.388, -4.697, 0.195)
H (4.419, -5.358, 2.007)
H (6.815, -4.404, -0.118)
C (0.690, -0.078, -6.408)
C (2.127, -0.113, -5.931)
O (2.929, -0.261, -7.092)
O (0.520, 1.021, -7.328)
H (0.059, -0.084, -5.520)
H (0.326, -1.017, -6.825)
H (2.343, -1.029, -5.381)
H (2.323, 0.794, -5.360)
H (3.875, -0.233, -6.931)
H (1.286, 1.039, -7.906)

***

(three)
Entry from the Open Molecules 2025 dataset: 10 unconnected molecules or ions with the total composition C20H60O20 (wB97M-V/def2-TZVPD).

Summary:
Molecular weight = 620.680 g/mol
Orbital gap = 9.595 eV
Highest occupied orbital energy = -9.40 eV
Structure (SMILES) = OCCO.OCCO.OCCO.OCCO.OCCO.OCCO.OCCO.OCCO.OCCO.OCCO

Positions of all 100 atoms, in Å:
C (11.073, 14.585, 10.062)
C (10.899, 13.343, 10.901)
O (9.489, 13.171, 11.241)
O (10.563, 15.791, 10.689)
H (10.556, 14.415, 9.149)
H (12.103, 14.739, 9.793)
H (11.495, 13.337, 11.815)
H (11.232, 12.487, 10.331)
H (9.312, 12.253, 11.556)
H (11.157, 16.566, 10.434)
C (7.713, 13.973, 8.317)
C (6.321, 14.484, 8.551)
O (5.685, 13.967, 9.708)
O (8.283, 14.517, 7.130)
H (7.828, 12.874, 8.256)
H (8.276, 14.240, 9.208)
H (5.669, 14.116, 7.768)
H (6.355, 15.603, 8.550)
H (5.907, 14.570, 10.398)
H (8.431, 15.464, 7.266)
C (8.310, 9.939, 12.614)
C (8.988, 8.923, 13.544)
O (9.738, 8.011, 12.771)
O (9.280, 10.457, 11.683)
H (7.994, 10.829, 13.155)
H (7.495, 9.433, 12.108)
H (8.282, 8.394, 14.192)
H (9.712, 9.483, 14.155)
H (9.266, 7.166, 12.791)
H (9.575, 9.903, 10.974)
C (9.151, 13.060, 15.492)
C (10.293, 13.794, 15.972)
O (10.582, 13.406, 17.323)
O (9.418, 11.689, 15.230)
H (8.875, 13.637, 14.586)
H (8.376, 13.168, 16.252)
H (10.023, 14.857, 15.998)
H (11.141, 13.708, 15.280)
H (11.431, 12.955, 17.409)
H (10.287, 11.716, 14.838)
C (13.100, 10.851, 13.223)
C (13.371, 9.374, 13.281)
O (12.791, 8.687, 12.139)
O (11.714, 11.014, 13.460)
H (13.431, 11.214, 12.223)
H (13.646, 11.400, 13.986)
H (13.074, 8.914, 14.234)
H (14.458, 9.253, 13.120)
H (11.890, 8.420, 12.404)
H (11.196, 10.736, 12.690)
C (12.961, 17.401, 13.046)
C (13.762, 16.746, 11.944)
O (14.782, 15.964, 12.478)
O (11.927, 18.145, 12.378)
H (13.634, 18.048, 13.638)
H (12.571, 16.590, 13.628)
H (14.131, 17.483, 11.230)
H (13.058, 16.154, 11.338)
H (15.391, 15.619, 11.826)
H (11.045, 17.798, 12.624)
C (11.894, 13.072, 6.680)
C (10.624, 12.286, 6.937)
O (9.590, 12.452, 5.964)
O (12.660, 12.993, 7.940)
H (11.730, 14.116, 6.421)
H (12.401, 12.591, 5.829)
H (10.264, 12.500, 7.959)
H (10.768, 11.201, 6.987)
H (9.104, 13.240, 6.248)
H (13.299, 12.255, 7.927)
C (13.562, 9.366, 9.107)
C (14.899, 8.779, 9.497)
O (15.750, 9.842, 9.767)
O (13.789, 10.056, 7.875)
H (13.282, 10.029, 9.928)
H (12.813, 8.581, 9.034)
H (15.237, 8.286, 8.572)
H (14.829, 8.091, 10.314)
H (15.824, 10.336, 8.936)
H (13.850, 9.477, 7.113)
C (8.976, 18.006, 9.070)
C (10.254, 18.808, 8.864)
O (11.395, 18.220, 9.491)
O (9.061, 16.675, 8.593)
H (8.167, 18.498, 8.513)
H (8.747, 18.020, 10.138)
H (10.122, 19.844, 9.206)
H (10.558, 18.867, 7.792)
H (11.530, 18.447, 10.451)
H (9.568, 16.255, 9.307)
C (8.284, 16.930, 13.024)
C (7.205, 15.830, 12.918)
O (7.360, 15.131, 11.718)
O (9.596, 16.411, 13.086)
H (8.104, 17.523, 13.945)
H (8.250, 17.550, 12.130)
H (6.251, 16.362, 12.905)
H (7.293, 15.128, 13.762)
H (8.109, 14.515, 11.671)
H (9.904, 15.978, 12.279)

***

(three) is the most stable structure; the next one sits 66.1 kcal/mol above it.

***

(one)
Entry from the Open Molecules 2025 dataset: 2 unconnected molecules or ions with the total composition CHClO2PS (wB97M-V/def2-TZVPD).

Summary:
Molecular weight = 143.511 g/mol
Orbital gap = 6.889 eV
Highest occupied orbital energy = -3.76 eV
Charge = -1

Positions of all 7 atoms, in Å:
C (-0.203, 1.035, 0.428)
O (3.178, -1.471, 0.322)
O (0.263, 0.318, -0.513)
P (2.925, -0.338, -0.533)
S (-1.509, 2.046, 0.373)
Cl (3.791, 1.289, 0.444)
H (0.355, 1.328, 1.381)

***

(two)
Entry from the Open Molecules 2025 dataset: 2 unconnected molecules or ions with the total composition CHClO2PS (wB97M-V/def2-TZVPD).

Summary:
Molecular weight = 143.511 g/mol
Orbital gap = 6.834 eV
Highest occupied orbital energy = -3.70 eV
Charge = -1

Positions of all 7 atoms, in Å:
C (-1.411, -0.679, -0.084)
O (1.839, 0.430, -1.385)
O (1.942, -0.564, 0.971)
P (1.232, 0.310, -0.019)
S (-2.723, -0.160, 0.636)
Cl (0.778, 2.172, 0.781)
H (-1.658, -1.509, -0.900)

***

(one) is the most stable structure; the next one sits 28.7 kcal/mol above it.

***

(one)
Entry from the Open Molecules 2025 dataset: C5H13N3 in the gas phase (wB97M-V/def2-TZVPD).

Summary:
Molecular weight = 115.180 g/mol
Orbital gap = 7.886 eV
Highest occupied orbital energy = -6.89 eV

Positions of all 21 atoms, in Å:
C (-1.072, -0.648, -1.371)
C (1.190, 1.148, -1.320)
C (0.340, -0.131, 2.153)
N (-0.047, -0.648, -0.297)
N (1.201, -0.025, -0.510)
C (-0.344, 0.223, 0.864)
N (0.163, -2.030, 0.022)
C (-1.167, 1.281, 0.769)
H (0.819, -2.379, -0.675)
H (0.664, -2.115, 0.901)
H (-1.258, 0.359, -1.723)
H (-0.689, -1.251, -2.193)
H (-1.983, -1.077, -0.964)
H (0.891, 0.976, -2.368)
H (0.545, 1.951, -0.907)
H (2.215, 1.512, -1.326)
H (1.399, -0.320, 1.985)
H (0.245, 0.700, 2.847)
H (-0.109, -1.015, 2.606)
H (-1.729, 1.551, -0.105)
H (-1.273, 1.940, 1.614)

***

(two)
Entry from the Open Molecules 2025 dataset: a molecular structure, C5H13N3 (wB97M-V/def2-TZVPD).

Summary:
Molecular weight = 115.180 g/mol
Orbital gap = 7.880 eV
Highest occupied orbital energy = -7.21 eV

Positions of all 21 atoms, in Å:
C (1.643, -0.503, 0.017)
C (-0.399, -1.774, 0.347)
N (0.184, -0.413, 0.268)
C (-0.208, 0.448, 1.514)
N (-0.619, 0.006, 2.643)
H (-1.124, -0.875, 2.594)
H (0.409, 1.345, 1.501)
H (2.078, 0.494, 0.004)
H (2.112, -1.081, 0.811)
H (1.818, -0.985, -0.944)
H (0.052, -2.299, 1.188)
H (-0.216, -2.293, -0.589)
H (-1.474, -1.701, 0.482)
C (0.064, 1.761, -1.248)
C (-0.690, 0.516, -0.800)
N (-1.406, -0.197, -1.616)
H (-1.670, 0.341, -2.437)
H (-1.255, 0.986, 0.411)
H (0.521, 2.316, -0.429)
H (0.831, 1.487, -1.977)
H (-0.651, 2.421, -1.739)

***

(three)
Entry from the Open Molecules 2025 dataset: a molecular structure, C5H13N3 (wB97M-V/def2-TZVPD).

Summary:
Molecular weight = 115.180 g/mol
Orbital gap = 7.369 eV
Highest occupied orbital energy = -6.55 eV

Positions of all 21 atoms, in Å:
C (-0.634, 0.645, 0.733)
C (2.215, -0.467, 0.954)
C (1.823, 0.756, -1.070)
N (1.385, 0.474, 0.264)
N (-2.363, 0.057, 0.632)
C (-0.649, -0.534, 0.024)
N (-3.343, 0.670, -0.174)
C (-0.480, -1.616, -0.672)
H (-2.760, -0.363, 1.468)
H (-3.186, 1.672, -0.228)
H (-3.316, 0.285, -1.112)
H (-0.418, 0.655, 1.792)
H (-0.690, 1.596, 0.219)
H (3.224, -0.068, 1.158)
H (2.372, -1.419, 0.401)
H (1.774, -0.725, 1.923)
H (1.969, -0.151, -1.698)
H (1.092, 1.391, -1.585)
H (2.786, 1.295, -1.092)
H (0.511, -1.886, -1.025)
H (-1.311, -2.268, -0.912)

***

(two) is the most stable structure; the next one sits 6.0 kcal/mol above it.